Entry 1:
C3HCl2FO | wB97M-V/def2-TZVPD

Geometry as XYZ:
```
8
C3HCl2FO (wB97M-V/def2-TZVPD)
C -0.469 0.060 -0.357
C 0.094 1.452 -0.274
C -0.310 -0.968 0.646
O -1.322 -0.313 -1.137
F 0.688 1.919 -1.397
Cl 1.436 -1.161 1.262
Cl -0.875 -2.547 0.670
H 0.757 1.558 0.587
```

Energy relative to the best compared isomer or geometry (same formula, charge and spin): 75.6 kcal/mol
Total charge: 0
Energy: -32932.4368 eV
HOMO (alpha / beta): -0.352 / -0.375 Ha
LUMO energy (alpha / beta): -1.69 / -2.10 eV


Entry 2:
CH14N3O4 | wB97M-V/def2-TZVPD

Geometry as XYZ:
```
22
CH14N3O4 (wB97M-V/def2-TZVPD)
N 1.040 0.188 2.329
C 0.969 0.043 0.907
N 1.494 -1.164 0.365
N 0.671 1.096 0.036
H 0.547 0.898 2.807
H 1.317 -0.582 2.919
H 1.310 -1.381 -0.617
H 2.412 -1.515 0.755
H 0.368 0.675 -0.906
H -0.001 1.822 0.287
H -2.280 1.467 0.735
H -1.892 2.827 1.608
O -1.634 1.929 1.330
H 1.206 -0.655 -3.394
H 2.720 -0.907 -3.369
O 1.951 -0.746 -2.753
H -1.762 0.436 -2.538
H -1.818 -0.229 -1.052
O -1.221 0.076 -1.778
H -2.326 -0.612 0.754
H -3.068 -1.964 0.372
O -2.219 -1.432 0.337
```

Energy relative to the best compared isomer or geometry (same formula, charge and spin): 43.0 kcal/mol
Total charge: +1
Energy: -13918.7730 eV
HOMO: -0.525 Ha
LUMO energy: -3.04 eV


Entry 3:
C43H80B2F17N4O5 | wB97M-V/def2-TZVPD

Geometry as XYZ:
```
151
C43H80B2F17N4O5 (wB97M-V/def2-TZVPD)
C -4.972 0.650 -4.811
C -4.334 -0.267 -4.342
C -3.175 -1.062 -3.609
B -1.899 -1.022 -4.623
O -1.297 -2.287 -4.944
C -1.283 0.295 -5.326
C -0.470 1.238 -4.342
O -3.629 -2.411 -3.763
B -3.789 -3.094 -2.456
O -3.499 -2.007 -1.509
C -2.958 -0.778 -2.027
C -1.454 -0.900 -1.473
C -1.505 -0.431 0.032
C -0.303 -0.978 0.922
F -0.080 -2.301 0.556
F -0.821 -1.028 2.239
C 0.977 -0.057 0.847
F 0.602 1.170 1.410
F 1.240 0.170 -0.503
C 2.247 -0.598 1.622
F 1.896 -0.952 2.926
F 2.648 -1.761 0.998
C 3.407 0.488 1.787
F 3.009 1.237 2.910
F 3.406 1.432 0.765
C 4.826 -0.072 2.151
F 4.727 -0.839 3.302
F 5.614 1.027 2.513
C 5.639 -0.880 1.067
F 5.435 -2.249 1.197
F 6.994 -0.719 1.411
C 5.542 -0.393 -0.426
F 5.921 0.955 -0.481
F 4.302 -0.594 -1.004
C 6.577 -1.157 -1.420
F 7.885 -0.763 -1.274
F 6.413 -2.509 -1.421
F 6.201 -0.728 -2.692
O -3.806 0.173 -1.374
C -3.501 1.522 -1.738
C -4.846 2.348 -1.550
C -5.303 2.361 -0.027
O -4.781 3.656 -2.138
H -5.499 1.554 -5.188
H -1.844 -2.617 -5.689
H -0.531 -0.074 -6.097
H -2.043 0.887 -5.923
H 0.344 0.642 -3.841
H -1.125 1.702 -3.544
H 0.053 2.094 -4.872
H -4.908 -3.568 -2.419
H -3.000 -4.018 -2.403
H -1.158 -1.968 -1.631
H -0.735 -0.242 -2.037
H -2.438 -0.859 0.500
H -1.466 0.689 0.049
H -3.168 1.613 -2.809
H -2.710 2.014 -1.091
H -5.639 1.764 -2.098
H -6.407 2.593 0.041
H -4.727 3.104 0.593
H -5.162 1.314 0.376
H -3.857 3.972 -2.068
C -4.232 0.044 4.160
C -5.440 0.595 4.909
N -6.546 0.974 4.043
C -7.577 1.743 4.727
C -8.362 1.048 5.842
C -7.035 -0.059 3.139
C -7.540 -1.365 3.756
H -3.879 0.751 3.406
H -3.413 -0.136 4.861
H -4.453 -0.907 3.670
H -5.100 1.484 5.453
H -5.747 -0.137 5.669
H -8.286 2.132 3.988
H -7.103 2.634 5.154
H -9.095 0.347 5.444
H -8.918 1.794 6.418
H -7.713 0.518 6.541
H -6.234 -0.304 2.435
H -7.824 0.358 2.505
H -6.885 -1.736 4.547
H -7.588 -2.139 2.985
H -8.547 -1.259 4.160
C -5.026 -4.019 -6.742
C -6.244 -3.476 -6.007
N -7.341 -3.086 -6.885
C -8.379 -2.324 -6.204
C -9.177 -3.032 -5.106
C -7.820 -4.105 -7.806
C -8.333 -5.419 -7.211
H -4.660 -3.303 -7.483
H -4.219 -4.205 -6.029
H -5.239 -4.965 -7.246
H -5.910 -2.595 -5.449
H -6.562 -4.215 -5.261
H -9.080 -1.926 -6.946
H -7.910 -1.439 -5.760
H -9.907 -3.728 -5.521
H -9.739 -2.293 -4.527
H -8.535 -3.570 -4.407
H -7.010 -4.343 -8.504
H -8.602 -3.678 -8.443
H -7.687 -5.800 -6.418
H -8.373 -6.185 -7.992
H -9.344 -5.318 -6.817
C 7.432 -1.045 9.693
C 6.179 -1.320 8.871
N 5.549 -0.121 8.339
C 4.219 -0.362 7.792
C 4.110 -1.267 6.563
C 6.401 0.752 7.542
C 7.067 0.157 6.299
H 7.224 -0.349 10.509
H 7.799 -1.976 10.131
H 8.240 -0.634 9.083
H 5.467 -1.824 9.533
H 6.429 -2.037 8.077
H 3.743 0.597 7.564
H 3.602 -0.797 8.586
H 4.433 -0.757 5.657
H 3.065 -1.552 6.409
H 4.684 -2.189 6.671
H 7.189 1.147 8.192
H 5.832 1.639 7.246
H 7.488 -0.833 6.482
H 7.888 0.804 5.978
H 6.373 0.089 5.461
C 11.502 4.914 -2.001
C 10.018 5.218 -2.163
N 9.272 4.167 -2.836
C 7.927 4.573 -3.228
C 6.933 4.908 -2.114
C 9.376 2.834 -2.258
C 8.945 2.655 -0.801
H 11.968 4.698 -2.965
H 12.012 5.779 -1.569
H 11.676 4.069 -1.332
H 9.943 6.136 -2.756
H 9.597 5.450 -1.175
H 7.490 3.800 -3.868
H 8.017 5.453 -3.875
H 6.560 4.009 -1.621
H 6.064 5.418 -2.540
H 7.360 5.571 -1.359
H 10.416 2.502 -2.346
H 8.820 2.125 -2.880
H 9.314 3.455 -0.156
H 9.343 1.714 -0.409
H 7.861 2.600 -0.708
```

Total charge: -1
Energy: -109634.1067 eV
HOMO: -0.151 Ha
LUMO energy: 1.83 eV


Entry 4:
C41H33F5MnN3O2P2 | wB97M-V/def2-TZVPD

Geometry as XYZ:
```
87
C41H33F5MnN3O2P2 (wB97M-V/def2-TZVPD)
Mn -0.315 -1.620 1.645
O 0.577 -0.679 3.120
C 0.098 0.333 3.774
C 0.938 0.982 4.715
C 0.505 2.037 5.481
C -0.803 2.520 5.364
C -1.637 1.922 4.446
C -1.220 0.857 3.630
C -2.161 0.392 2.638
N -1.909 -0.520 1.778
N -2.897 -0.770 0.837
C -2.528 -1.786 0.097
O -1.437 -2.438 0.227
C -3.441 -2.193 -1.010
C -4.532 -1.409 -1.376
C -5.341 -1.794 -2.434
C -5.069 -2.966 -3.129
C -3.984 -3.750 -2.762
C -3.169 -3.364 -1.709
H 1.944 0.592 4.812
H 1.187 2.493 6.190
H -1.149 3.343 5.976
H -2.651 2.289 4.321
H -3.131 0.883 2.590
H -4.730 -0.501 -0.823
H -6.186 -1.178 -2.718
H -5.703 -3.265 -3.956
H -3.768 -4.665 -3.301
H -2.307 -3.951 -1.416
C 2.260 1.758 0.692
N 1.282 1.057 -0.174
P 1.178 -0.678 0.112
C 2.927 -1.051 0.487
C 3.938 -0.765 -0.436
C 5.265 -1.015 -0.135
C 5.600 -1.557 1.101
C 4.609 -1.830 2.027
C 3.274 -1.573 1.729
C 0.915 -1.403 -1.547
C -0.283 -1.089 -2.190
C -0.611 -1.653 -3.410
C 0.237 -2.584 -3.993
C 1.401 -2.953 -3.337
C 1.737 -2.370 -2.122
P -0.311 1.799 -0.292
C 0.003 3.538 0.221
C 0.507 4.538 -0.613
C 0.710 5.821 -0.132
C 0.411 6.126 1.192
C -0.095 5.143 2.028
C -0.302 3.858 1.541
C -0.434 2.075 -2.103
C 0.657 2.063 -2.968
C 0.475 2.236 -4.331
C -0.803 2.416 -4.846
C -1.897 2.415 -3.993
C -1.713 2.239 -2.629
H 3.256 1.363 0.527
H 2.024 1.667 1.759
H 2.277 2.813 0.436
H 3.677 -0.330 -1.393
H 6.038 -0.790 -0.860
H 6.638 -1.762 1.337
H 4.861 -2.254 2.990
H 2.512 -1.778 2.466
H -0.989 -0.414 -1.727
H -1.548 -1.386 -3.885
H -0.024 -3.042 -4.939
H 2.050 -3.710 -3.761
H 2.630 -2.702 -1.613
H 0.738 4.311 -1.646
H 1.101 6.588 -0.789
H 0.569 7.130 1.565
H -0.329 5.366 3.061
H -0.687 3.092 2.203
H 1.645 1.876 -2.563
H 1.330 2.213 -4.997
H -0.946 2.537 -5.913
H -2.897 2.530 -4.392
H -2.571 2.197 -1.966
F 0.988 -3.224 1.548
C 0.803 -4.104 2.761
F -0.435 -3.557 3.202
C 0.382 -5.404 2.079
F -0.640 -5.338 1.201
F 0.011 -6.303 3.015
F 1.421 -5.940 1.408
```

Expectation value of S²: 0.85
Energy relative to the best compared isomer or geometry (same formula, charge and spin): 54.5 kcal/mol
Total charge: -1
Energy: -115105.0891 eV
HOMO (alpha / beta): -0.174 / -0.170 Ha
Multiplicity: 2
LUMO energy (alpha / beta): 2.45 / 2.45 eV